Record 1
The following is a DFT calculation (ωB97M-V with the def2-TZVPD basis set) of a cluster of 10 separate species, C40H59FN3O31 in total.

The geometry in XYZ format:
```
134
Properties=species:S:1:pos:R:3:forces:R:3:lowdin_charge:R:1
C -2.062233 -6.156086 1.246102 -0.413 -0.265 1.732 -0.10
O -3.139876 -6.286899 0.275493 1.925 1.012 -0.689 -0.21
C -2.955455 -5.329332 -0.790196 -0.851 0.526 -0.447 -0.22
C -3.411504 -3.842187 -0.330940 1.632 0.420 -0.599 -0.14
C -2.109227 -2.881711 -0.511357 -1.388 0.862 -0.356 -0.21
C -2.423349 -1.410832 0.120717 0.224 -1.305 0.371 -0.17
C -1.118340 -0.750358 0.789556 0.351 -0.166 0.915 -0.11
C -0.508644 0.512343 0.013740 -0.316 -0.616 -1.419 -0.33
C 0.362570 -0.202368 -1.166409 0.635 -0.672 -0.053 -0.02
C 1.825874 -0.623764 -0.698360 2.803 1.230 0.753 -0.29
O 2.729790 0.132434 -0.322379 -3.718 -2.759 -1.414 0.09
F 2.152827 -2.027020 -0.758260 -1.289 2.818 0.012 0.03
N 0.323240 1.511397 0.742357 -0.167 3.461 -1.348 0.18
C 0.383332 2.771904 0.040048 -2.803 -3.384 -0.934 -0.18
N 1.193084 3.838499 0.207752 0.317 -0.705 0.146 0.17
N -0.637926 2.734473 -1.044784 2.559 -1.648 2.252 0.13
C -1.456302 1.508842 -0.794753 -1.608 -1.879 -0.845 -0.25
C -2.892460 1.920436 -0.216356 0.587 0.274 0.478 -0.01
C -2.896659 2.391908 1.310118 -2.663 3.659 1.676 -0.36
O -3.612589 3.387534 1.609887 2.814 -3.599 -1.136 0.05
O -2.186516 1.760594 2.361642 -0.134 0.378 -2.083 0.03
H -1.559342 -7.165622 1.476740 -0.738 1.585 -0.757 0.08
H -2.556536 -5.833741 2.243236 0.894 -0.317 -1.464 0.10
H -1.278480 -5.372269 0.967937 -1.035 -1.190 0.208 0.08
H -1.861510 -5.250371 -1.158506 -1.514 -0.436 0.702 0.12
H -3.588695 -5.671026 -1.685117 0.835 0.489 1.478 0.12
H -3.706629 -3.776217 0.777496 0.160 -0.422 -1.748 0.12
H -4.211605 -3.439248 -1.039252 0.806 -0.669 1.268 0.11
H -1.995232 -2.693811 -1.648513 0.305 -0.680 1.722 0.12
H -1.189273 -3.369525 -0.045291 -1.156 0.750 -0.693 0.10
H -2.899666 -0.808766 -0.719661 0.569 -0.577 1.373 0.10
H -3.173324 -1.603148 0.979038 1.022 0.657 -1.517 0.13
H -1.318830 -0.565199 1.908411 0.272 0.113 -1.851 0.12
H -0.297563 -1.566603 0.770876 -1.200 1.380 0.106 0.12
H -0.176957 -1.161301 -1.518738 0.702 1.691 0.600 0.13
H 0.452005 0.519041 -2.049529 0.326 -1.147 1.137 0.13
H 0.281514 1.526013 1.770509 0.633 -0.059 -0.591 0.16
H 0.897587 4.702043 0.698974 0.322 -0.651 -0.892 0.12
H 2.157215 3.759554 -0.170038 -0.766 0.272 1.149 0.14
H -0.169810 2.649917 -1.971289 -0.444 0.974 0.718 0.16
H -1.644948 0.930716 -1.779201 0.076 1.379 1.351 0.17
H -3.238491 2.835439 -0.829165 0.566 -1.364 1.270 0.15
H -3.707979 1.133695 -0.347672 1.381 0.824 0.281 0.14
H -2.191884 2.326651 3.165001 -0.637 -0.157 -0.803 0.13
C -0.086715 -10.489256 -0.392791 -0.394 -0.298 -0.738 -0.13
C 0.780952 -11.246456 0.566103 0.183 -0.870 0.009 -0.13
O 1.424404 -10.213633 1.300266 -0.337 0.614 -0.072 0.07
C 0.633987 -9.109918 1.218005 0.224 0.790 0.603 -0.54
O 0.799428 -8.110999 1.863113 -0.199 -0.845 -0.625 0.14
O -0.367957 -9.286522 0.310728 0.469 0.157 0.531 0.05
H -1.007340 -11.022779 -0.633205 0.000 0.229 0.078 0.14
H 0.433325 -10.241340 -1.322642 -0.006 0.001 0.075 0.14
H 0.200858 -11.863614 1.258228 0.024 0.069 -0.036 0.14
H 1.512794 -11.876170 0.058288 0.060 0.156 0.172 0.14
C 2.334803 -2.030868 -3.932296 -0.054 0.668 0.385 -0.15
C 3.064334 -3.299976 -3.611814 0.530 -0.268 0.785 -0.12
O 2.630831 -4.183667 -4.636382 -0.314 0.432 -0.520 0.08
C 2.230958 -3.416599 -5.685361 -0.097 -0.655 -0.883 -0.54
O 1.962981 -3.844360 -6.770500 0.043 0.426 0.770 0.16
O 2.172477 -2.099696 -5.341163 -0.015 -0.394 -0.090 0.07
H 2.901576 -1.141333 -3.650471 -0.006 -0.027 -0.221 0.13
H 1.345844 -1.986395 -3.463998 -0.017 -0.091 -0.036 0.12
H 4.150229 -3.186790 -3.676987 -0.083 0.040 -0.025 0.15
H 2.807890 -3.691092 -2.626683 -0.009 -0.137 -0.208 0.13
C 2.563623 8.889035 1.877843 0.141 0.943 0.061 -0.11
C 1.251881 8.203734 2.106976 -0.849 0.595 0.551 -0.12
O 1.415825 6.963879 1.425751 0.620 -0.533 -0.256 0.04
C 2.754455 6.721862 1.355598 0.795 -0.083 -0.047 -0.54
O 3.233775 5.682239 0.992212 -0.514 0.499 0.134 0.13
O 3.473778 7.801974 1.747716 -0.478 -0.965 -0.280 0.09
H 2.846565 9.536131 2.708807 0.135 -0.194 -0.086 0.15
H 2.576127 9.472753 0.953142 0.022 -0.083 0.047 0.14
H 1.062632 8.004196 3.165385 0.014 -0.002 -0.089 0.13
H 0.411417 8.764978 1.696907 0.037 -0.246 -0.040 0.14
C 6.929015 1.657307 -1.101067 0.150 0.721 0.488 -0.12
C 5.728325 0.799181 -1.363826 -0.665 0.024 0.323 -0.15
O 6.137667 0.001274 -2.464526 0.264 0.030 -0.048 0.05
C 7.500501 -0.040340 -2.444096 1.043 -0.683 -0.634 -0.54
O 8.162941 -0.760125 -3.131265 -0.663 0.579 0.559 0.17
O 8.006728 0.841926 -1.539877 -0.390 -0.409 -0.363 0.08
H 7.038140 1.910725 -0.045316 0.184 -0.116 -0.110 0.13
H 6.921360 2.580021 -1.688923 -0.004 -0.068 -0.003 0.14
H 5.490116 0.143605 -0.521390 0.055 0.061 -0.034 0.11
H 4.843606 1.385703 -1.617743 0.057 -0.154 -0.129 0.12
C -1.737436 5.552168 6.089982 -0.492 -0.669 0.370 -0.12
C -1.538517 5.957319 4.660309 -0.301 -0.368 -0.685 -0.14
O -1.207022 7.335254 4.760657 0.213 0.064 0.363 0.05
C -0.703619 7.534376 6.011086 0.457 0.755 0.624 -0.54
O -0.173293 8.545456 6.372211 -0.401 -0.728 -0.393 0.15
O -0.880233 6.438603 6.795246 0.180 0.537 -0.474 0.07
H -1.457152 4.513622 6.272740 0.087 0.177 0.167 0.14
H -2.764953 5.707825 6.430810 0.073 0.010 -0.019 0.14
H -0.706164 5.426695 4.186141 0.038 0.036 0.045 0.12
H -2.437588 5.816818 4.057797 0.094 0.208 0.004 0.14
C 4.799999 -0.522346 2.470880 -0.272 -0.776 -0.442 -0.14
C 4.087166 0.476935 3.330462 -0.696 0.099 0.247 -0.14
O 5.142742 1.082879 4.060981 0.276 -0.149 -0.302 0.07
C 6.282239 0.917649 3.331471 1.264 0.619 0.358 -0.54
O 7.323027 1.451145 3.575620 -0.951 -0.443 -0.268 0.17
O 6.079463 0.066423 2.286711 -0.065 0.388 0.264 0.05
H 4.302959 -0.677449 1.511894 0.213 0.042 0.014 0.10
H 4.923662 -1.488926 2.967700 -0.001 0.081 0.008 0.14
H 3.576418 1.246544 2.742310 0.050 0.000 -0.036 0.12
H 3.366858 0.009189 4.003812 0.166 0.123 0.094 0.14
C -0.677394 -2.372613 -8.990372 0.813 0.345 0.017 -0.13
C -1.163995 -3.684812 -8.456593 0.589 -0.697 0.422 -0.14
O -2.577231 -3.539668 -8.486521 -0.226 0.404 -0.252 0.04
C -2.863384 -2.593724 -9.424389 -0.997 0.395 -0.583 -0.55
O -3.965773 -2.348095 -9.820125 0.850 -0.231 0.407 0.16
O -1.734064 -1.966138 -9.851600 -0.551 -0.378 0.222 0.07
H 0.258824 -2.468144 -9.541441 -0.188 0.098 -0.051 0.14
H -0.552175 -1.621083 -8.205295 -0.018 -0.054 -0.031 0.13
H -0.880792 -4.527005 -9.094242 -0.016 0.078 0.027 0.14
H -0.815224 -3.876930 -7.440997 -0.154 -0.021 -0.090 0.12
C -1.935068 9.300835 9.391813 0.924 0.235 -0.076 -0.13
C -3.093599 10.249163 9.446249 -0.001 0.846 0.161 -0.13
O -4.184140 9.444942 9.016064 0.137 -0.625 0.024 0.06
C -3.849157 8.148769 9.263499 -0.632 -0.718 -0.006 -0.55
O -4.607632 7.225513 9.173950 0.610 0.658 -0.033 0.15
O -2.542287 8.036791 9.624850 -0.660 -0.008 -0.108 0.06
H -1.183736 9.516778 10.152720 -0.092 -0.219 -0.028 0.14
H -1.452669 9.284824 8.410444 -0.021 -0.001 0.076 0.11
H -3.295199 10.606833 10.460194 -0.011 -0.053 -0.059 0.14
H -2.960581 11.108713 8.787760 -0.190 -0.139 -0.008 0.14
C -4.248924 -5.316876 -5.905774 0.749 -0.298 -0.602 -0.13
C -5.643265 -4.967666 -6.325859 -0.309 0.121 -0.858 -0.12
O -6.373150 -5.048643 -5.107579 0.488 0.032 0.648 0.07
C -5.484594 -4.865371 -4.094588 -0.509 0.072 0.756 -0.55
O -5.790888 -4.707429 -2.946409 0.349 -0.040 -0.778 0.14
O -4.202843 -4.883238 -4.551958 -0.506 0.121 0.334 0.05
H -3.493405 -4.804942 -6.502919 -0.057 0.016 0.197 0.12
H -4.059065 -6.393692 -5.938717 -0.051 0.055 0.045 0.14
H -5.720335 -3.949354 -6.717698 0.026 -0.068 0.027 0.14
H -6.042149 -5.662541 -7.065894 -0.113 0.067 0.203 0.14
```
Forces are in eV/Å.

## Properties
Total charge: +1
HOMO (eV): -11.13
LUMO (eV): -5.10

---

Record 2
The following is a DFT calculation (ωB97M-V with the def2-TZVPD basis set) of a structure of composition C40H59MgN3O18S5.

The geometry in XYZ format:
```
126
Properties=species:S:1:pos:R:3:forces:R:3:lowdin_charge:R:1
Mg 2.697527 4.588434 2.218476 -1.042 -2.286 -1.387 0.94
O 0.363737 2.937004 1.369146 1.154 -2.450 -0.599 -0.32
C 0.604167 1.617834 0.854896 -1.454 2.943 1.567 -0.31
C 2.059097 1.309004 0.248986 2.706 1.614 -0.809 -0.32
O 3.168107 2.151404 0.605916 -2.534 -1.624 0.027 -0.34
H -0.143543 1.405704 0.090676 0.328 0.423 -0.856 0.10
H 0.386197 0.809184 1.552506 0.481 0.280 1.011 0.08
H 1.949997 1.258154 -0.834354 -0.242 1.325 -0.495 0.08
H 2.166117 0.229374 0.354096 0.608 -0.220 1.541 0.09
C -0.855453 0.921614 7.731506 -0.827 -1.670 0.016 -0.08
C -1.893593 0.472614 6.913836 0.319 0.402 -0.328 -0.08
C -2.706143 -0.613006 7.227286 -0.119 -0.386 0.522 0.00
C -2.514923 -1.290776 8.444716 0.387 0.435 0.341 -0.12
C -1.441543 -0.935616 9.263236 -0.304 0.835 -0.793 0.00
C -0.634823 0.166064 8.866636 0.185 -0.623 1.094 -0.07
N -3.491703 -2.374906 8.906806 1.510 0.089 2.497 -0.33
O -3.435043 -2.758506 10.109106 0.195 1.150 -2.635 0.04
O -4.250893 -2.810386 8.100046 -0.672 -0.234 -0.813 0.10
H -0.218603 1.720714 7.381826 0.014 0.096 0.346 0.11
H -1.957313 1.043164 5.999056 -0.706 -0.361 -0.337 0.10
H -3.477663 -0.973266 6.562936 -0.106 0.210 -0.068 0.11
H -1.263473 -1.465756 10.187166 0.035 0.045 0.001 0.11
H 0.194437 0.417004 9.511446 0.086 0.007 0.134 0.10
C 8.753627 -1.284356 -1.020414 1.698 -0.256 1.379 -0.08
C 8.246907 -1.110016 -2.282144 -0.559 -0.384 -0.947 -0.09
C 9.023167 -1.277856 -3.412344 1.607 -0.990 0.026 0.00
C 10.392677 -1.651306 -3.254984 -0.178 0.518 0.491 -0.12
C 10.935177 -1.859486 -1.986704 -1.310 0.793 1.048 0.00
C 10.098327 -1.643076 -0.847214 0.424 -0.055 -1.956 -0.05
N 11.320937 -1.739896 -4.432284 0.271 -1.248 0.088 -0.33
O 10.843287 -1.451416 -5.518544 0.610 -0.010 0.665 0.07
O 12.465917 -2.188906 -4.237564 -1.929 1.051 -0.346 0.05
H 8.200017 -1.153706 -0.102344 -0.488 0.109 -0.208 0.11
H 7.193867 -0.957816 -2.467474 -0.114 0.279 0.310 0.11
H 8.546667 -1.290146 -4.381464 0.301 0.349 -0.135 0.11
H 11.966287 -2.086096 -1.758984 0.071 -0.100 -0.640 0.11
H 10.596577 -1.733756 0.106686 -0.412 -0.053 0.233 0.10
C 3.334067 -2.511916 5.450786 -0.274 -1.526 0.914 -0.08
C 4.472337 -1.733436 5.540256 0.807 -0.918 -0.552 -0.07
C 5.740037 -2.351676 5.649116 -0.182 -0.967 -0.046 0.01
C 5.863767 -3.775796 5.793876 -1.301 2.006 -0.031 -0.11
C 4.675667 -4.525456 5.746126 0.436 0.051 0.204 -0.02
C 3.421737 -3.913196 5.575776 1.255 0.572 -0.098 -0.06
N 7.228277 -4.402066 5.993956 0.228 3.486 -0.336 -0.33
O 8.146737 -3.589256 6.307106 -1.906 -2.267 -0.495 0.04
O 7.335167 -5.558026 5.722336 0.421 -0.773 0.310 0.11
H 2.336797 -2.097706 5.433676 0.041 0.335 -0.308 0.10
H 4.357307 -0.668536 5.401776 0.376 0.101 0.138 0.10
H 6.626697 -1.744716 5.540376 0.110 -0.057 0.355 0.11
H 4.727707 -5.594536 5.890186 0.044 -0.110 -0.090 0.11
H 2.544547 -4.542316 5.541836 -0.066 0.071 0.029 0.10
C 4.009967 5.556394 -5.450694 -1.448 1.050 1.294 -0.19
C 3.125817 5.193544 -4.190834 -0.757 -0.225 -0.619 -0.19
C 1.781327 4.504844 -4.695094 0.993 0.177 0.055 -0.21
S 1.256127 5.588904 -6.085454 0.732 0.095 0.579 0.73
O 0.625177 6.787934 -5.492434 0.343 -1.882 -1.252 -0.35
O 0.722777 4.768134 -7.189274 0.270 1.599 1.704 -0.35
C 2.985487 6.081444 -6.506324 0.565 -1.318 -0.856 -0.22
H 4.689247 4.783254 -5.809754 -0.486 -0.184 -0.072 0.11
H 4.626787 6.401864 -5.146044 0.192 -0.097 -0.039 0.10
H 2.887957 6.141804 -3.708844 -0.402 0.134 -0.203 0.10
H 3.620117 4.664064 -3.376314 0.112 -0.555 -0.432 0.10
H 0.996847 4.304854 -3.965234 -0.080 0.933 0.139 0.10
H 1.929097 3.496044 -5.080554 0.507 0.141 -0.507 0.09
H 3.036967 7.136824 -6.773964 -0.174 -0.027 0.480 0.10
H 3.214547 5.519614 -7.411854 -0.365 0.158 -0.258 0.09
C -4.098453 -4.730516 2.034996 1.025 -0.269 -1.054 -0.17
C -2.613563 -4.192066 2.077626 0.027 -0.494 -0.201 -0.22
C -2.302053 -3.741076 0.645456 -1.296 0.546 0.047 -0.24
S -2.941413 -5.074356 -0.437334 0.060 1.894 -0.353 0.70
O -1.864853 -6.019806 -0.683514 -0.975 0.340 -0.038 -0.33
O -3.674523 -4.398906 -1.524764 0.966 -1.365 1.176 -0.36
C -4.115643 -5.721966 0.785386 -0.056 0.219 0.913 -0.21
H -4.797933 -3.904386 1.907096 0.191 0.190 -0.523 0.11
H -4.467563 -5.168316 2.962456 0.490 -0.530 -0.096 0.10
H -1.863223 -4.948726 2.306896 -0.370 -0.527 0.293 0.11
H -2.449273 -3.425196 2.834616 -0.266 0.260 -0.234 0.11
H -1.314873 -3.378536 0.358856 0.155 -0.657 0.222 0.11
H -2.977283 -2.909016 0.445806 -0.086 0.070 -0.297 0.09
H -3.727523 -6.705086 1.051726 0.063 0.066 0.158 0.09
H -5.083063 -5.873326 0.306556 0.068 0.293 0.007 0.10
C 1.718257 -2.439946 -4.965474 -2.279 0.757 1.435 -0.24
C 2.671647 -2.573796 -6.057434 1.245 -0.758 -0.905 -0.26
C 1.991997 -3.482276 -7.076374 0.103 -0.068 -1.389 -0.21
S 0.196987 -3.092796 -7.102674 -0.872 0.409 1.271 0.72
O -0.673753 -4.227046 -6.742194 1.584 1.181 -0.883 -0.35
O -0.109143 -2.253506 -8.255704 0.285 -0.901 0.759 -0.34
C 0.345717 -2.040186 -5.600334 0.406 0.053 -0.454 -0.20
H 2.040437 -1.682246 -4.251204 -0.161 -0.065 0.188 0.12
H 1.603127 -3.394326 -4.451654 -0.054 0.007 0.175 0.12
H 3.601397 -3.029276 -5.716574 0.002 -0.292 0.044 0.12
H 3.016497 -1.607146 -6.424534 -0.512 0.055 -0.530 0.12
H 2.069647 -4.553446 -6.890194 0.103 0.103 0.340 0.11
H 2.394617 -3.285076 -8.069914 -0.312 -0.165 -0.149 0.10
H -0.559333 -2.109166 -4.996824 0.224 -0.424 0.064 0.10
H 0.367967 -1.026696 -6.000894 0.226 0.099 0.023 0.10
C -6.644203 0.930224 -2.453874 0.693 0.001 0.250 -0.20
C -7.838913 1.544934 -3.252004 1.152 -0.380 -0.793 -0.20
C -7.242893 2.849144 -3.818014 -0.274 1.028 0.547 -0.21
S -5.388103 2.702524 -3.894814 0.992 2.425 0.404 0.70
O -4.766273 3.661034 -2.930404 -1.556 -2.096 -1.351 -0.36
O -4.858953 2.750894 -5.246474 -0.765 -0.115 0.590 -0.33
C -5.349683 1.047034 -3.303774 -0.782 -0.584 -0.402 -0.25
H -6.758313 -0.093256 -2.096714 -0.301 0.044 -0.186 0.11
H -6.476143 1.553574 -1.575644 -0.207 0.004 0.229 0.11
H -8.734663 1.649024 -2.639714 0.285 0.482 0.208 0.11
H -8.189013 0.956954 -4.100414 0.407 -0.524 0.060 0.11
H -7.505103 3.656854 -3.134664 0.631 0.110 0.273 0.09
H -7.611233 3.250004 -4.762334 0.134 -0.679 -0.301 0.10
H -4.339253 0.853704 -2.943554 -0.337 0.074 0.797 0.11
H -5.448093 0.390994 -4.168664 -0.080 0.187 -0.290 0.11
C -8.267443 5.128154 2.752206 0.402 0.374 1.438 -0.21
C -6.788723 5.394894 2.381776 0.904 -1.495 0.046 -0.19
C -5.943093 4.126694 2.724476 -0.687 -1.326 -0.649 -0.20
S -7.022943 2.873984 3.598726 0.379 0.416 0.188 0.71
O -6.951623 3.083924 5.038546 -0.047 -0.257 -0.852 -0.35
O -6.815463 1.523434 3.043766 -0.336 1.927 0.698 -0.36
C -8.568793 3.628744 2.949846 0.794 -0.595 -1.165 -0.21
H -8.893743 5.724914 2.089076 -0.341 -0.627 -0.057 0.11
H -8.367373 5.574764 3.741476 -0.361 0.085 0.091 0.11
H -6.346223 6.243134 2.904066 -0.416 0.098 -0.073 0.11
H -6.691983 5.543814 1.306346 0.047 0.175 0.074 0.11
H -4.952213 4.206514 3.171566 -0.395 0.326 0.534 0.10
H -5.752123 3.537304 1.827676 -0.005 0.193 -0.311 0.08
H -9.436173 3.309824 3.527806 0.243 0.448 0.373 0.11
H -8.643323 3.066384 2.019086 -0.145 0.248 -0.369 0.09
```
Forces are in eV/Å.

## Properties
Total charge: 0
HOMO (eV): -8.63
LUMO (eV): -3.74